Record 1
{"formula": "B2H54NiO23", "method": "wB97M-V/def2-TZVPD", "symbols": ["Ni", "B", "H", "H", "H", "H", "B", "H", "H", "H", "H", "O", "H", "H", "O", "H", "H", "O", "H", "H", "O", "H", "H", "O", "H", "H", "O", "H", "H", "O", "H", "H", "O", "H", "H", "O", "H", "H", "O", "H", "H", "O", "H", "H", "O", "H", "H", "O", "H", "H", "O", "H", "H", "O", "H", "H", "O", "H", "H", "O", "H", "H", "O", "H", "H", "O", "H", "H", "O", "H", "H", "O", "H", "H", "O", "H", "H", "O", "H", "H"], "positions_angstrom": [[0.016, -0.238, -0.188], [-0.732, -0.940, -2.246], [-0.824, 0.106, -1.998], [-1.431, -1.505, -1.648], [-0.866, -1.059, -3.310], [0.268, -1.293, -2.049], [1.236, 0.431, 1.770], [0.978, 1.443, 1.500], [0.403, -0.242, 1.637], [2.062, 0.116, 1.152], [1.540, 0.499, 2.803], [1.463, 0.148, -4.070], [1.454, 1.093, -3.920], [0.682, -0.174, -3.620], [-3.783, 2.719, 2.411], [-4.006, 2.810, 3.338], [-3.810, 1.776, 2.249], [4.112, 1.088, -1.937], [4.097, 1.252, -2.880], [4.674, 0.319, -1.836], [0.717, -4.354, 3.043], [1.223, -5.063, 2.646], [1.276, -3.582, 2.957], [-1.401, -1.620, 0.715], [-1.773, -1.804, 1.578], [-1.859, -2.217, 0.124], [-0.632, 0.215, 4.501], [-1.415, -0.159, 4.096], [-0.055, 0.417, 3.764], [-2.842, 2.661, -3.964], [-2.904, 2.578, -3.013], [-2.990, 3.591, -4.134], [2.266, -1.979, 3.417], [1.902, -1.169, 3.060], [3.158, -2.014, 3.070], [3.031, 2.552, 2.676], [2.858, 3.376, 2.221], [2.461, 1.915, 2.245], [-0.665, 3.770, 0.373], [-0.413, 3.915, 1.285], [-0.049, 4.298, -0.134], [-3.988, 0.249, 1.379], [-3.965, -0.675, 1.628], [-4.749, 0.323, 0.803], [-2.335, -1.345, 3.385], [-2.037, -2.254, 3.333], [-3.284, -1.409, 3.487], [-1.533, 1.109, 0.239], [-2.478, 1.034, 0.369], [-1.350, 2.043, 0.342], [-3.897, -2.493, 1.362], [-4.555, -3.086, 1.000], [-3.161, -3.062, 1.590], [-2.430, -0.053, -4.771], [-2.901, 0.735, -4.503], [-1.804, -0.211, -4.063], [3.470, -2.351, -3.283], [4.350, -2.061, -3.042], [2.970, -1.541, -3.386], [4.792, 3.051, 0.072], [4.094, 2.633, -0.433], [4.333, 3.615, 0.695], [-1.999, -3.866, -2.885], [-2.387, -4.144, -2.055], [-1.558, -3.042, -2.680], [1.373, 0.881, -1.234], [1.217, 1.557, -1.894], [2.326, 0.815, -1.179], [1.033, 2.956, -3.004], [0.420, 3.673, -2.846], [1.498, 3.208, -3.801], [1.076, -4.707, -0.834], [0.492, -5.432, -0.611], [1.956, -5.081, -0.774], [0.171, 4.237, 3.074], [0.548, 3.359, 3.142], [0.384, 4.654, 3.908], [1.259, -2.021, -0.060], [2.138, -2.104, 0.309], [1.086, -2.873, -0.461]], "mulliken_charge": [-1.204, 2.420, -0.301, -0.870, -0.416, -0.480, 0.981, -0.488, -0.300, -0.229, -0.093, -0.621, 0.258, 0.508, -0.616, 0.318, 0.379, -0.587, 0.260, 0.237, -0.603, 0.271, 0.368, 0.115, -0.204, 0.196, -0.720, 0.402, 0.535, -0.646, 0.309, 0.292, -0.736, 0.652, 0.322, -0.730, 0.283, 0.227, -0.588, 0.273, 0.278, -0.557, 0.145, 0.277, -0.689, 0.345, 0.240, 0.009, 0.158, 0.158, -0.550, 0.254, 0.234, -0.684, 0.253, 0.693, -0.614, 0.277, 0.311, -0.627, 0.340, 0.292, -0.660, 0.270, 0.247, 0.319, -0.161, 0.152, -0.536, 0.221, 0.237, -0.556, 0.259, 0.242, -0.707, 0.310, 0.303, 0.109, 0.142, 0.094], "de_lowest_kcal_mol": 20.3, "total_charge": 0, "energy_ev": -90361.240, "lumo_energy_ev": [-0.753, -0.770], "molar_mass_g_mol": 502.726, "multiplicity": 3, "homo_lumo_gap_ev": [9.08, 9.08]}

Record 2
{"formula": "B2H70NiO31", "method": "wB97M-V/def2-TZVPD", "symbols": ["Ni", "B", "H", "H", "H", "H", "B", "H", "H", "H", "H", "O", "H", "H", "O", "H", "H", "O", "H", "H", "O", "H", "H", "O", "H", "H", "O", "H", "H", "O", "H", "H", "O", "H", "H", "O", "H", "H", "O", "H", "H", "O", "H", "H", "O", "H", "H", "O", "H", "H", "O", "H", "H", "O", "H", "H", "O", "H", "H", "O", "H", "H", "O", "H", "H", "O", "H", "H", "O", "H", "H", "O", "H", "H", "O", "H", "H", "O", "H", "H", "O", "H", "H", "O", "H", "H", "O", "H", "H", "O", "H", "H", "O", "H", "H", "O", "H", "H", "O", "H", "H", "O", "H", "H"], "positions_angstrom": [[0.734, -2.235, -0.103], [0.386, -2.300, 2.229], [1.200, -2.959, 2.486], [-0.086, -1.962, 3.139], [0.841, -1.438, 1.767], [-0.235, -2.858, 1.546], [0.272, 0.094, -0.343], [-0.282, -0.304, -1.179], [-0.344, -0.023, 0.535], [1.200, -0.416, -0.138], [0.413, 1.156, -0.476], [-2.069, 3.113, 2.367], [-2.259, 2.721, 3.219], [-1.375, 3.748, 2.544], [-0.902, -4.748, 3.570], [-0.595, -3.935, 3.168], [-1.180, -4.491, 4.449], [-4.321, 0.318, 2.888], [-3.570, 0.808, 2.552], [-5.056, 0.603, 2.345], [3.515, -0.455, -2.765], [3.601, -0.143, -3.666], [4.407, -0.688, -2.506], [-0.941, 1.563, 5.820], [-0.571, 1.103, 5.066], [-1.602, 2.145, 5.446], [-2.825, 2.667, -1.581], [-2.044, 2.401, -2.066], [-2.898, 2.027, -0.873], [6.298, 1.525, 0.479], [5.619, 0.874, 0.656], [7.024, 1.275, 1.051], [-3.637, 4.432, 0.492], [-2.992, 4.004, 1.054], [-3.580, 3.962, -0.340], [2.549, -3.019, 4.470], [2.289, -2.493, 5.226], [1.956, -2.743, 3.771], [-3.033, 0.848, -4.205], [-2.109, 0.725, -3.988], [-3.234, 0.136, -4.813], [3.259, 1.166, -4.846], [2.706, 1.808, -4.400], [2.890, 1.103, -5.727], [1.735, 3.169, -3.851], [1.965, 3.992, -4.282], [2.339, 3.109, -3.111], [1.005, -4.444, -0.236], [0.385, -5.148, -0.044], [1.739, -4.882, -0.667], [2.839, -2.148, 0.225], [3.177, -1.291, 0.486], [3.594, -2.733, 0.291], [-4.635, 0.139, -0.271], [-3.798, 0.473, 0.051], [-5.249, 0.861, -0.141], [1.302, -2.136, -2.098], [2.169, -1.871, -2.407], [0.710, -1.894, -2.810], [-0.700, 1.386, -2.896], [0.092, 1.884, -3.099], [-0.411, 0.720, -2.272], [-2.523, 1.224, 0.583], [-1.710, 0.758, 0.389], [-2.259, 1.938, 1.163], [-5.283, -0.753, -3.081], [-4.402, -0.384, -3.013], [-5.526, -0.963, -2.180], [-1.112, -2.668, -0.748], [-1.977, -2.744, -0.345], [-1.186, -3.152, -1.570], [2.932, 1.293, 4.006], [3.375, 0.974, 4.792], [3.063, 2.241, 4.024], [-1.575, -3.978, -3.070], [-2.342, -4.267, -3.565], [-0.996, -3.594, -3.729], [-1.746, 4.067, -4.280], [-2.659, 3.938, -4.537], [-1.507, 3.257, -3.829], [-2.578, -1.951, 3.128], [-2.901, -1.108, 3.445], [-1.751, -1.744, 2.694], [0.306, 0.362, 3.798], [1.248, 0.486, 3.916], [0.226, -0.503, 3.394], [4.667, 0.091, 1.926], [4.080, 0.525, 2.545], [5.090, -0.597, 2.439], [2.539, 4.618, 1.066], [2.144, 3.814, 1.403], [3.476, 4.428, 1.027], [1.817, 2.008, 1.445], [2.082, 1.546, 2.240], [1.219, 1.404, 1.005], [3.168, 2.290, -1.578], [2.593, 2.601, -0.878], [3.178, 1.339, -1.476], [-0.073, -2.611, -5.204], [-0.074, -3.275, -5.894], [-0.799, -2.030, -5.429], [-3.247, -2.713, 0.710], [-3.023, -2.592, 1.633], [-3.631, -1.878, 0.444]], "mulliken_charge": [-0.326, 0.778, -0.198, -0.011, -0.506, -0.018, 6.351, -0.576, -1.375, -0.922, -0.436, -0.712, 0.144, 0.245, -0.747, 0.380, 0.292, -0.691, 0.256, 0.281, -0.505, 0.268, 0.257, -0.649, 0.444, 0.301, -0.661, 0.201, 0.638, -0.625, 0.354, 0.268, -0.680, 0.313, 0.408, -0.714, 0.259, 0.292, -0.613, 0.265, 0.291, -0.704, 0.404, 0.311, -0.586, 0.252, 0.418, -0.389, 0.250, 0.214, -0.375, 0.114, 0.190, -0.659, 0.059, 0.251, -0.463, 0.201, 0.146, -0.393, 0.193, -0.459, -0.321, -0.118, 0.020, -0.660, 0.359, 0.317, -0.291, 0.151, 0.278, -0.612, 0.246, 0.211, -0.612, 0.270, 0.299, -0.653, 0.335, 0.258, -0.698, 0.272, 0.476, -0.830, 0.171, 0.553, -0.546, 0.272, 0.289, -0.662, 0.313, 0.309, -0.317, 0.073, -0.158, -0.786, 0.307, 0.228, -0.600, 0.281, 0.314, -0.774, 0.463, 0.273], "de_lowest_kcal_mol": 0.0, "total_charge": 0, "energy_ev": -107003.276, "lumo_energy_ev": [-0.841, -0.850], "molar_mass_g_mol": 646.846, "multiplicity": 3, "homo_lumo_gap_ev": [9.19, 9.18]}

Per-record F_max, eV/A: 4.24, 4.16